{"formula": "C17H27MnN9OP", "method": "the ωB97M-V functional and the def2-TZVPD basis", "total_charge": 4, "e_above_lowest_kj_mol": 25.7, "fmax_ev_per_a": 1.11, "energy_ha": -2722.98317, "spin_multiplicity": 5, "elements": ["Mn", "N", "C", "N", "C", "N", "N", "C", "N", "C", "C", "C", "C", "C", "N", "H", "H", "H", "H", "H", "H", "H", "H", "C", "C", "C", "O", "H", "H", "H", "H", "H", "H", "C", "N", "C", "N", "C", "N", "C", "P", "C", "C", "H", "H", "H", "H", "H", "H", "H", "H", "H", "H", "H", "H", "H"], "coordinates": [[-0.553, 0.157, 0.229], [-0.752, -3.305, 0.151], [-1.482, -2.696, -0.787], [-2.238, -3.425, -1.561], [-2.963, -2.800, -2.499], [-3.753, -3.501, -3.265], [-2.937, -1.430, -2.711], [-2.180, -0.784, -1.913], [-1.393, -1.313, -0.906], [-2.113, 0.693, -2.029], [-2.918, 1.443, -2.850], [-2.825, 2.832, -2.797], [-1.918, 3.434, -1.926], [-1.122, 2.634, -1.140], [-1.222, 1.282, -1.194], [-0.821, -4.311, 0.225], [-0.155, -2.813, 0.789], [-3.807, -4.506, -3.160], [-4.306, -3.054, -3.984], [-3.614, 0.932, -3.504], [-3.465, 3.443, -3.423], [-1.821, 4.510, -1.867], [-0.386, 3.058, -0.471], [-2.962, -0.703, 2.729], [-1.515, -0.590, 2.979], [-0.991, -0.675, 4.345], [-0.691, -0.427, 2.018], [-3.525, -0.140, 3.478], [-3.237, -1.755, 2.889], [-3.251, -0.410, 1.723], [-1.621, -1.315, 4.965], [-1.067, 0.333, 4.783], [0.051, -0.984, 4.379], [5.009, 0.067, -0.089], [4.468, 0.848, 1.133], [4.554, 2.365, 0.824], [3.859, 2.647, -0.386], [4.417, 1.889, -1.509], [4.286, 0.449, -1.256], [2.937, -0.048, -1.345], [1.930, 0.783, 0.025], [3.064, 0.432, 1.463], [2.419, 2.574, -0.297], [4.916, -0.996, 0.129], [6.062, 0.328, -0.180], [5.065, 0.644, 1.942], [5.613, 2.601, 0.734], [4.135, 2.897, 1.676], [5.472, 2.135, -1.617], [3.909, 2.155, -2.433], [2.904, -1.132, -1.229], [2.495, 0.204, -2.308], [3.062, -0.635, 1.688], [2.733, 0.967, 2.352], [2.041, 3.216, 0.499], [1.973, 2.890, -1.240]], "atomic_forces_ev_per_a": [[-0.21, -0.92, -0.60], [-0.12, 0.14, -0.07], [0.16, -0.01, 0.31], [-0.02, 0.08, -0.08], [-0.20, -0.14, -0.18], [0.03, 0.02, -0.05], [0.02, -0.29, 0.08], [0.08, 0.20, -0.02], [0.06, 0.71, 0.36], [0.20, -0.09, 0.21], [-0.11, 0.04, -0.19], [0.00, 0.04, 0.02], [-0.08, 0.04, -0.15], [-0.01, -0.30, -0.16], [0.04, 0.47, 0.11], [0.01, -0.02, 0.00], [0.00, -0.05, 0.00], [0.00, 0.00, 0.01], [0.00, 0.00, 0.00], [-0.01, 0.05, 0.02], [0.02, -0.01, -0.02], [-0.03, -0.01, 0.00], [-0.02, -0.02, 0.09], [0.03, 0.04, -0.02], [0.07, -0.08, -0.22], [0.02, -0.05, 0.12], [0.07, -0.04, 0.38], [0.00, -0.02, 0.01], [0.00, 0.01, 0.03], [-0.01, 0.01, -0.04], [0.02, 0.01, 0.02], [-0.04, -0.03, -0.03], [-0.01, 0.01, -0.02], [-0.10, 0.02, -0.07], [-0.01, -0.03, 0.01], [-0.12, 0.00, -0.04], [0.13, 0.01, -0.04], [-0.02, -0.05, 0.04], [0.15, 0.14, 0.03], [-0.23, 0.03, 0.19], [0.24, 0.33, -0.10], [-0.12, -0.03, -0.08], [-0.08, -0.30, 0.04], [-0.02, -0.02, 0.03], [0.04, 0.03, 0.00], [0.01, 0.01, 0.01], [0.06, -0.02, -0.03], [-0.02, -0.01, 0.04], [0.02, 0.01, -0.01], [-0.03, 0.00, -0.01], [0.01, -0.03, 0.03], [0.01, 0.02, -0.03], [0.03, -0.03, 0.01], [0.02, 0.07, 0.03], [0.02, 0.01, 0.04], [0.02, 0.04, -0.03]]}